Record 1
Entry from the OMol25 dataset: C14H23FeN2PS as an isolated structure at a distorted geometry (ωB97M-V/def2-TZVPD).

Each line ends with the Löwdin spin population.
CARTESIAN COORDINATES (ANGSTROEM)
C -2.276 0.458 -3.174  0.002
C -1.462 -0.674 -3.131  0.006
C -0.727 -0.985 -1.965  0.023
C -0.825 -0.168 -0.851  0.129
C -1.674 0.936 -0.881  0.017
C -2.392 1.265 -2.038  0.003
C 0.167 -2.198 -2.019  0.003
C 1.220 -2.328 -0.916  0.016
N 1.807 -1.028 -0.426  0.065
Fe 0.330 -0.563 0.922  3.401
C -1.813 1.803 0.337  0.006
P -0.449 1.377 1.523  0.082
H -1.353 -1.323 -4.005  0.001
H -3.024 2.155 -2.015  0.001
H -2.816 0.721 -4.083  0.000
H -2.766 1.635 0.865  0.000
H -1.754 2.875 0.095  0.001
H -0.451 -3.113 -1.969  0.000
H 0.671 -2.233 -2.996  0.000
H 0.770 -2.803 -0.025  0.006
C -1.318 1.588 3.097  0.018
C 0.633 2.821 1.318  0.018
H 2.043 -2.972 -1.259  0.004
C 2.089 0.015 -1.447  0.009
C 3.006 -1.298 0.422  0.017
H 0.755 -0.597 2.608  0.008
H 3.165 0.049 -1.664  0.001
H 1.546 -0.173 -2.373  0.001
H 1.803 0.997 -1.049  0.003
H 3.920 -0.972 -0.094  0.003
H 2.920 -0.739 1.365  0.007
H 3.059 -2.374 0.641  -0.001
H 0.171 3.707 1.772  0.004
H 1.595 2.625 1.803  0.001
H 0.809 2.996 0.248  0.000
H -1.834 2.559 3.110  0.004
H -2.046 0.776 3.225  0.000
H -0.595 1.534 3.920  0.001
H 1.312 0.009 2.289  0.019
S -1.373 -1.936 1.447  0.081
C -1.411 -2.141 3.101  0.015
N -1.433 -2.282 4.273  0.023

Summary:
Kohn-Sham gap (alpha / beta) (eV): 6.97 / 8.34
Total charge: 0
HOMO (alpha / beta) (Ha): -0.243 / -0.304
Expectation value of S²: 6.0368
Multiplicity: 5

Record 2
Entry from the OMol25 dataset: a 2-piece molecular cluster, C3H13N4S overall at a distorted geometry (ωB97M-V/def2-TZVPD).

Each line ends with the natural charge from an NBO analysis.
CARTESIAN COORDINATES (ANGSTROEM)
C 2.141 -1.676 0.435  -0.254
C 0.947 -2.343 -0.226  -0.601
S 0.228 -1.446 -1.684  0.448
N 1.591 -0.583 1.243  -0.734
H 2.554 -2.435 1.126  0.239
H 2.927 -1.390 -0.276  0.204
H 1.229 -3.348 -0.607  0.305
H 0.210 -2.500 0.573  0.298
H 0.267 0.745 -1.320  0.356
H 2.293 0.047 1.560  0.384
H 0.957 -0.069 0.716  0.355
N -1.224 1.203 1.240  -0.727
C -1.337 1.112 -0.190  0.255
N -0.118 1.586 -0.826  -0.830
N -2.605 1.729 -0.688  -0.797
H -0.814 2.091 1.552  0.404
H -2.142 0.992 1.729  0.406
H -0.329 2.239 -1.543  0.382
H -1.380 0.047 -0.417  0.156
H -2.456 2.674 -0.823  0.372
H -2.941 1.326 -1.575  0.381

Summary:
Kohn-Sham gap (eV): 4.03
Total charge: +1
HOMO (Ha): -0.486
ΔE to the lowest compared entry with this formula, charge and spin (eV): 6.288
Multiplicity: 1

Record 3
Entry from the OMol25 dataset: C4H4N2O2 as an isolated structure at a distorted geometry (ωB97M-V/def2-TZVPD).

Each line ends with the natural charge from an NBO analysis.
CARTESIAN COORDINATES (ANGSTROEM)
C 2.100 -0.194 -0.078  0.126
C -0.932 1.325 0.065  0.449
C -0.739 -0.883 0.690  0.205
C 0.435 -0.061 -1.065  0.346
N 3.000 -0.140 0.624  -0.409
N -0.106 1.237 -0.894  -0.526
O -1.444 0.309 0.784  -0.478
O -0.294 -1.131 -0.616  -0.483
H -1.482 2.311 0.159  0.201
H 0.024 -0.860 1.542  0.179
H -1.314 -1.713 0.815  0.189
H 0.752 -0.200 -2.024  0.201

Summary:
Kohn-Sham gap (eV): 11.01
Total charge: 0
HOMO (Ha): -0.405
ΔE to the lowest compared entry with this formula, charge and spin (eV): 3.744
Multiplicity: 1

Record 4
Entry from the OMol25 dataset: a 12-piece molecular cluster, C19H59O13 overall at a distorted geometry (ωB97M-V/def2-TZVPD).

Each line ends with the Löwdin charge.
CARTESIAN COORDINATES (ANGSTROEM)
C -1.753 1.778 1.495  -0.212
C -2.212 0.968 0.250  -0.305
C -2.021 -0.543 0.430  -0.314
C -0.877 -1.100 -0.436  -0.221
C 0.459 -0.377 -0.203  -0.163
C 1.540 -1.296 0.368  -0.147
O 2.877 -0.998 -0.123  -0.010
C 3.351 0.218 0.154  -0.535
C 4.479 0.604 -0.764  0.019
O 2.943 0.930 1.053  0.088
H -1.590 1.131 2.379  0.034
H -0.786 2.244 1.306  0.012
H -2.497 2.536 1.755  0.044
H -3.277 1.190 0.106  0.013
H -2.947 -1.067 0.172  0.076
H -1.806 -0.795 1.483  0.077
H -1.156 -0.973 -1.483  0.086
H -0.812 -2.186 -0.259  0.086
H 0.820 0.113 -1.107  0.116
H 0.290 0.420 0.516  0.090
H 1.352 -2.315 0.031  0.109
H 1.527 -1.322 1.457  0.124
H 5.125 -0.266 -0.884  0.083
H 4.100 0.841 -1.755  0.092
H 5.071 1.409 -0.346  0.074
C 1.369 4.583 1.689  -0.152
O 1.247 3.264 2.205  -0.137
H 0.529 5.168 2.054  0.069
H 2.298 5.054 2.027  0.069
H 1.343 4.575 0.594  0.080
H 1.984 2.737 1.873  0.045
C -3.033 -4.618 1.454  -0.178
O -3.053 -3.263 1.853  -0.112
H -2.542 -4.665 0.485  0.076
H -2.467 -5.243 2.158  0.075
H -4.048 -5.027 1.351  0.068
H -3.487 -3.216 2.711  0.049
C -6.172 -4.439 4.544  -0.148
O -4.839 -3.996 4.319  -0.124
H -6.703 -3.628 5.033  0.079
H -6.676 -4.673 3.603  0.078
H -6.192 -5.319 5.193  0.075
H -4.365 -4.717 3.895  0.057
C -0.937 -2.725 -4.158  -0.154
O -1.110 -3.716 -3.155  -0.128
H -1.579 -1.878 -3.929  0.082
H 0.102 -2.386 -4.181  0.082
H -1.218 -3.117 -5.145  0.067
H -0.532 -4.452 -3.377  0.047
C 1.271 7.030 4.712  -0.147
O 1.234 7.391 3.335  -0.129
H 0.813 6.049 4.804  0.064
H 2.300 6.980 5.082  0.075
H 0.703 7.737 5.322  0.074
H 1.629 8.260 3.243  0.068
C -0.149 -7.062 -5.997  -0.153
O 0.159 -6.002 -5.099  -0.125
H 0.249 -7.977 -5.567  0.076
H -1.229 -7.171 -6.125  0.079
H 0.312 -6.899 -6.974  0.076
H -0.192 -5.193 -5.482  0.056
C -2.421 4.264 -1.352  -0.219
O -1.641 3.229 -1.905  -0.187
H -2.512 5.056 -2.099  0.057
H -3.425 3.909 -1.092  0.066
H -1.957 4.686 -0.452  0.062
H -1.581 2.528 -1.209  0.013
C 5.290 4.035 -2.080  -0.128
O 6.523 3.459 -2.520  -0.140
H 4.496 3.663 -2.720  0.085
H 5.082 3.745 -1.049  0.073
H 5.333 5.124 -2.150  0.077
H 7.221 3.788 -1.949  0.084
C 7.310 -0.203 -3.408  -0.170
O 7.672 0.852 -2.534  -0.141
H 7.730 -1.124 -3.009  0.075
H 6.223 -0.314 -3.470  0.071
H 7.708 -0.044 -4.416  0.072
H 7.294 1.673 -2.880  0.033
C -0.608 2.480 5.475  -0.166
O -0.659 3.723 4.793  -0.137
H -1.521 2.392 6.061  0.072
H -0.563 1.649 4.767  0.071
H 0.252 2.428 6.152  0.069
H 0.133 3.773 4.245  0.039
C -5.441 -3.959 -1.747  -0.172
O -4.412 -3.341 -2.498  -0.120
H -6.384 -3.518 -2.061  0.074
H -5.481 -5.040 -1.929  0.071
H -5.311 -3.781 -0.675  0.067
H -3.568 -3.724 -2.236  0.054

Summary:
Kohn-Sham gap (eV): 3.27
Total charge: -1
HOMO (Ha): -0.038
Multiplicity: 1